A:
{
  "formula": "C4H8N2",
  "method": "ωB97M-V/def2-TZVPD",
  "orbital_gap_ev": 10.47,
  "e_homo_ev": -9.5,
  "charge": 0,
  "multiplicity": 1,
  "lumo_energy_ha": 0.0350,
  "symbols": ["C", "C", "C", "N", "C", "N", "H", "H", "H", "H", "H", "H", "H", "H"],
  "xyz": [[-2.138, 0.243, 0.028], [-0.883, -0.622, -0.056], [0.267, 0.113, 0.596], [0.830, 1.285, -0.221], [1.546, 0.268, -0.039], [2.708, -0.320, -0.475], [-1.944, 1.212, -0.445], [-2.393, 0.433, 1.077], [-3.004, -0.215, -0.460], [-1.035, -1.595, 0.428], [-0.629, -0.827, -1.105], [0.169, 0.267, 1.673], [3.106, 0.180, -1.256], [3.400, -0.422, 0.255]]
}

B:
{
  "formula": "C4H8N2",
  "method": "ωB97M-V/def2-TZVPD",
  "orbital_gap_ev": 10.19,
  "e_homo_ev": -9.3,
  "charge": 0,
  "multiplicity": 1,
  "lumo_energy_ha": 0.0326,
  "symbols": ["C", "C", "C", "N", "C", "N", "H", "H", "H", "H", "H", "H", "H", "H"],
  "xyz": [[-1.874, 0.231, 0.112], [-0.611, -0.627, -0.094], [0.933, 0.081, 0.333], [2.101, -0.631, -0.092], [0.957, 1.483, -0.119], [0.873, 2.538, -0.591], [-1.713, 1.230, -0.299], [-2.176, 0.337, 1.164], [-2.741, -0.200, -0.418], [-0.744, -1.603, 0.437], [-0.417, -0.825, -1.131], [0.476, -0.131, 1.265], [2.264, -0.698, -1.083], [2.671, -1.184, 0.516]]
}

Result of the stability comparison: B is the least stable of them.

A:
{
  "formula": "C4H8N2",
  "method": "ωB97M-V/def2-TZVPD",
  "orbital_gap_ev": [8.63, 8.61],
  "e_homo_ev": [-8.4, -8.2],
  "charge": 0,
  "multiplicity": 1,
  "lumo_energy_ha": [0.0070, 0.0166],
  "symbols": ["C", "C", "C", "C", "N", "N", "H", "H", "H", "H", "H", "H", "H", "H"],
  "xyz": [[1.310, -0.041, -0.082], [0.061, -0.372, -0.171], [1.645, 1.426, 0.023], [-0.487, -1.753, -0.014], [-2.553, 0.253, 0.232], [-1.762, 1.122, 0.033], [2.242, -0.563, -0.345], [1.375, 2.014, -0.841], [1.008, 1.928, 0.881], [2.698, 1.712, 0.243], [-1.523, -1.577, 0.061], [-0.135, -2.291, 0.841], [-0.380, -2.333, -0.823], [-3.498, 0.477, -0.038]]
}

B:
{
  "formula": "C4H8N2",
  "method": "ωB97M-V/def2-TZVPD",
  "orbital_gap_ev": [9.26, 9.28],
  "e_homo_ev": [-9.0, -9.0],
  "charge": 0,
  "multiplicity": 1,
  "lumo_energy_ha": [0.0107, 0.0106],
  "symbols": ["C", "C", "C", "C", "N", "N", "H", "H", "H", "H", "H", "H", "H", "H"],
  "xyz": [[-1.426, 0.113, -0.341], [2.267, 0.723, 0.351], [2.217, -0.698, 0.001], [-2.813, -0.102, 0.057], [-0.482, -0.070, 0.433], [1.385, 0.280, -0.614], [-1.055, 0.357, -1.359], [1.974, 1.034, 1.337], [3.086, 1.401, -0.157], [2.880, -1.102, -0.785], [1.673, -1.467, 0.725], [-3.336, -0.658, -0.719], [-2.845, -0.673, 0.958], [-3.525, 0.862, 0.110]]
}

C:
{
  "formula": "C4H8N2",
  "method": "ωB97M-V/def2-TZVPD",
  "orbital_gap_ev": 9.92,
  "e_homo_ev": -8.9,
  "charge": 0,
  "multiplicity": 1,
  "lumo_energy_ha": 0.0379,
  "symbols": ["H", "N", "C", "N", "C", "C", "C", "H", "H", "H", "H", "H", "H", "H"],
  "xyz": [[0.819, 0.053, -3.255], [1.400, -0.537, -2.622], [1.045, -0.417, -1.409], [-0.004, 0.330, -0.920], [-0.099, 0.585, 0.468], [-1.356, 0.140, 1.229], [-0.013, -0.493, 1.560], [1.569, -1.053, -0.667], [-0.482, 1.050, -1.489], [0.230, 1.570, 0.819], [-2.064, -0.483, 0.745], [-1.814, 0.883, 1.898], [0.227, -1.516, 1.235], [0.542, -0.113, 2.409]]
}

Result of the stability comparison: A is the least stable of them.

A:
{
  "formula": "C4H8N2",
  "method": "ωB97M-V/def2-TZVPD",
  "orbital_gap_ev": 9.74,
  "e_homo_ev": -8.7,
  "charge": 0,
  "multiplicity": 1,
  "lumo_energy_ha": 0.0383,
  "symbols": ["C", "N", "N", "C", "C", "C", "H", "H", "H", "H", "H", "H", "H", "H"],
  "xyz": [[2.241, 0.652, 0.229], [1.806, -0.492, -0.262], [0.520, -0.697, -0.287], [-0.683, -0.029, 0.380], [-1.745, 0.948, -0.426], [-2.002, -0.524, 0.152], [3.442, 0.744, 0.029], [1.626, 1.554, 0.658], [0.405, -1.561, 0.226], [-0.554, 0.318, 1.455], [-1.334, 1.489, -1.343], [-2.181, 1.485, 0.399], [-2.139, -1.229, -0.687], [-2.417, -0.752, 1.094]]
}

B:
{
  "formula": "C4H8N2",
  "method": "ωB97M-V/def2-TZVPD",
  "orbital_gap_ev": 11.53,
  "e_homo_ev": -10.5,
  "charge": 0,
  "multiplicity": 1,
  "lumo_energy_ha": 0.0379,
  "symbols": ["C", "C", "N", "C", "C", "N", "H", "H", "H", "H", "H", "H", "H", "H"],
  "xyz": [[1.743, 0.949, -0.363], [0.365, 0.632, 0.126], [-0.466, 0.019, -0.610], [-1.794, -0.291, -0.111], [-2.074, 0.042, 1.300], [-2.255, 0.316, 2.409], [2.493, 0.525, 0.315], [1.889, 0.545, -1.367], [1.900, 2.035, -0.382], [0.117, 0.943, 1.151], [-1.970, -1.363, -0.253], [-2.529, 0.230, -0.735], [1.534, -2.562, -0.661], [1.046, -2.021, -0.820]]
}

C:
{
  "formula": "C4H8N2",
  "method": "ωB97M-V/def2-TZVPD",
  "orbital_gap_ev": 10.66,
  "e_homo_ev": -9.7,
  "charge": 0,
  "multiplicity": 1,
  "lumo_energy_ha": 0.0346,
  "symbols": ["C", "C", "C", "N", "H", "H", "H", "H", "H", "H", "H", "C", "N", "H"],
  "xyz": [[1.448, -0.210, 1.133], [0.667, -0.269, -0.115], [1.051, 0.696, -1.217], [-0.099, -1.262, -0.309], [1.537, 0.771, 1.503], [2.479, -0.680, 0.751], [1.048, -0.852, 1.946], [0.254, 0.849, -1.954], [1.341, 1.641, -0.829], [1.799, 0.095, -1.741], [-0.420, -0.719, -1.202], [-3.722, -0.058, 0.624], [-2.767, -0.391, 1.131], [-4.615, 0.389, 0.278]]
}

D:
{
  "formula": "C4H8N2",
  "method": "ωB97M-V/def2-TZVPD",
  "orbital_gap_ev": 9.01,
  "e_homo_ev": -8.0,
  "charge": 0,
  "multiplicity": 1,
  "lumo_energy_ha": 0.0355,
  "symbols": ["C", "C", "N", "C", "C", "N", "H", "H", "H", "H", "H", "H", "H", "H"],
  "xyz": [[1.245, -0.023, 1.414], [0.694, -0.249, 0.036], [-2.246, 0.228, -0.898], [0.139, 0.712, -0.903], [-1.061, 0.552, -0.238], [1.052, -1.204, -0.806], [2.024, -1.489, -0.648], [-2.100, -0.389, -1.685], [-3.024, -0.011, -0.301], [0.317, 0.742, -1.968], [-1.210, 1.053, 0.712], [2.295, 0.272, 1.349], [1.190, -0.943, 1.997], [0.685, 0.748, 1.939]]
}

Result of the stability comparison: A is the least stable of them.

A:
{
  "formula": "C4H8N2",
  "method": "ωB97M-V/def2-TZVPD",
  "orbital_gap_ev": 10.32,
  "e_homo_ev": -9.3,
  "charge": 0,
  "multiplicity": 1,
  "lumo_energy_ha": 0.0394,
  "symbols": ["C", "N", "C", "C", "C", "N", "H", "H", "H", "H", "H", "H", "H", "H"],
  "xyz": [[-0.810, -1.483, -0.858], [-1.285, -0.131, -1.148], [0.143, -0.360, -0.980], [0.833, 0.163, 0.247], [0.508, 1.503, 0.783], [0.015, 0.294, 1.448], [-0.924, -2.203, -1.665], [-0.977, -1.867, 0.146], [-1.659, 0.269, -0.287], [0.720, -0.251, -1.899], [1.850, -0.203, 0.387], [-0.273, 2.081, 0.294], [1.285, 2.097, 1.259], [0.575, 0.092, 2.272]]
}

B:
{
  "formula": "C4H8N2",
  "method": "ωB97M-V/def2-TZVPD",
  "orbital_gap_ev": 10.31,
  "e_homo_ev": -9.3,
  "charge": 0,
  "multiplicity": 1,
  "lumo_energy_ha": 0.0390,
  "symbols": ["C", "N", "C", "C", "C", "N", "H", "H", "H", "H", "H", "H", "H", "H"],
  "xyz": [[1.848, -0.047, -0.015], [1.193, -1.338, 0.190], [0.648, -0.426, -0.801], [-0.621, 0.340, -0.517], [-1.762, -0.075, 0.338], [-0.741, 0.831, 0.849], [2.842, -0.079, -0.457], [1.685, 0.708, 0.753], [0.616, -1.275, 1.027], [0.788, -0.738, -1.836], [-0.911, 1.003, -1.335], [-1.800, -1.046, 0.825], [-2.739, 0.343, 0.093], [-1.046, 1.798, 0.886]]
}

Result of the stability comparison: B is the least stable of them.

A:
{
  "formula": "C4H8N2",
  "method": "ωB97M-V/def2-TZVPD",
  "orbital_gap_ev": 10.27,
  "e_homo_ev": -9.2,
  "charge": 0,
  "multiplicity": 1,
  "lumo_energy_ha": 0.0393,
  "symbols": ["C", "N", "C", "C", "C", "N", "H", "H", "H", "H", "H", "H", "H", "H"],
  "xyz": [[-0.182, -1.679, -0.581], [-0.267, -0.849, -1.767], [0.687, -0.482, -0.736], [0.440, 0.351, 0.495], [0.168, 1.795, 0.730], [-0.919, 0.827, 0.634], [0.238, -2.675, -0.599], [-1.007, -1.547, 0.122], [-1.117, -0.295, -1.752], [1.716, -0.583, -1.079], [0.910, -0.172, 1.335], [0.268, 2.519, -0.072], [0.368, 2.192, 1.728], [-1.303, 0.597, 1.542]]
}

B:
{
  "formula": "C4H8N2",
  "method": "ωB97M-V/def2-TZVPD",
  "orbital_gap_ev": 11.07,
  "e_homo_ev": -10.3,
  "charge": 0,
  "multiplicity": 1,
  "lumo_energy_ha": 0.0293,
  "symbols": ["C", "C", "C", "N", "C", "N", "H", "H", "H", "H", "H", "H", "H", "H"],
  "xyz": [[-0.775, 1.096, -0.658], [-0.031, -0.079, 0.001], [1.498, 0.088, 0.081], [-0.339, -1.305, -0.643], [-0.692, -0.231, 1.635], [-1.063, -0.658, 2.661], [-1.570, 1.314, 0.043], [-1.215, 0.869, -1.640], [-0.152, 1.991, -0.769], [2.018, -0.197, -0.850], [1.868, -0.557, 0.877], [1.772, 1.123, 0.299], [0.113, -2.081, -0.171], [-1.341, -1.453, -0.668]]
}

C:
{
  "formula": "C4H8N2",
  "method": "ωB97M-V/def2-TZVPD",
  "orbital_gap_ev": 9.45,
  "e_homo_ev": -8.5,
  "charge": 0,
  "multiplicity": 1,
  "lumo_energy_ha": 0.0345,
  "symbols": ["C", "C", "C", "C", "N", "N", "H", "H", "H", "H", "H", "H", "H", "H"],
  "xyz": [[-0.185, 2.123, -1.279], [-0.733, 0.906, -0.591], [-0.060, -0.169, -0.177], [-0.691, -1.259, 0.559], [-0.128, -2.187, 1.243], [1.291, -2.167, 1.288], [-0.674, 2.350, -2.248], [-0.339, 3.010, -0.644], [0.871, 2.036, -1.473], [-1.812, 0.915, -0.343], [1.019, -0.236, -0.401], [-1.764, -1.298, 0.586], [1.626, -1.226, 1.473], [1.579, -2.796, 2.007]]
}

D:
{
  "formula": "C4H8N2",
  "method": "ωB97M-V/def2-TZVPD",
  "orbital_gap_ev": 7.92,
  "e_homo_ev": -8.5,
  "charge": 0,
  "multiplicity": 1,
  "lumo_energy_ha": -0.0199,
  "symbols": ["C", "C", "C", "N", "C", "N", "H", "H", "H", "H", "H", "H", "H", "H"],
  "xyz": [[-0.727, 1.106, -0.784], [0.125, -0.055, -0.445], [1.545, 0.097, -0.020], [-0.358, -1.255, -0.557], [-1.212, -0.109, 1.972], [-1.004, -0.881, 2.833], [-1.366, 1.147, 0.120], [-1.330, 0.935, -1.680], [-0.150, 2.027, -0.868], [2.189, -0.188, -0.863], [1.758, -0.546, 0.837], [1.762, 1.132, 0.245], [0.129, -2.036, -0.133], [-1.361, -1.373, -0.656]]
}

Result of the stability comparison: A is the least stable of them.